No. 1
DFT (ωB97M-V with the def2-TZVPD basis set) results for C34H30BiN6O5S2Si as an isolated structure.

Last column: Löwdin charge in e.
CARTESIAN COORDINATES (ANGSTROEM)
Bi  -0.0398  0.2911  0.0779  1.525
C  -2.4623  -1.1838  -3.7024  -0.170
Si  -2.6910  -1.0677  -1.8182  0.374
C  -4.0491  -2.2660  -1.2414  -0.169
C  -3.4420  0.6291  -1.5435  -0.214
N  -1.1919  -1.3784  -0.9705  -0.269
C  -0.6596  -2.6633  -0.9791  -0.289
C  -1.2279  -3.6737  -1.7921  -0.068
C  -0.7374  -4.9594  -1.8874  -0.100
C  0.3634  -5.3506  -1.1432  -0.109
C  0.9272  -4.4157  -0.2978  -0.033
C  0.4428  -3.1179  -0.2160  -0.218
O  1.0233  -2.2768  0.7363  -0.088
C  2.3935  -2.1540  0.7922  -0.292
C  3.2002  -2.1770  -0.3401  -0.031
C  4.5658  -1.9833  -0.2116  -0.098
C  5.1336  -1.7642  1.0356  -0.101
C  4.3196  -1.7330  2.1590  -0.072
C  2.9541  -1.9284  2.0413  0.004
H  -3.3887  -0.8873  -4.2023  0.026
H  -2.1946  -2.1761  -4.0665  0.015
H  -1.6779  -0.4925  -4.0204  0.012
H  -5.0118  -1.9680  -1.6648  0.025
H  -4.1345  -2.2260  -0.1528  0.032
H  -3.8761  -3.3069  -1.5187  0.013
H  -4.4053  0.6606  -2.0619  0.032
H  -2.8191  1.4269  -1.9418  -0.009
H  -3.6311  0.8371  -0.4914  0.008
H  -2.0949  -3.4171  -2.3785  0.047
H  -1.2295  -5.6633  -2.5485  0.099
H  0.7665  -6.3524  -1.2053  0.093
H  1.7646  -4.6864  0.3328  0.122
H  2.7497  -2.3417  -1.3107  0.127
H  5.1889  -2.0070  -1.0977  0.101
H  6.2017  -1.6173  1.1352  0.095
H  4.7455  -1.5675  3.1406  0.105
H  2.3075  -1.8993  2.9085  0.114
O  -1.6777  -0.4607  1.9317  -0.133
C  -1.4806  -0.8383  3.0826  -0.201
C  -0.3586  -0.6313  3.9604  -0.117
C  -0.4215  -1.2812  5.1902  0.037
C  0.5800  -1.1623  6.1290  -0.178
C  1.7064  -0.3466  5.8522  -0.008
C  1.7982  0.3070  4.6691  -0.012
C  0.7761  0.2241  3.6439  -0.394
O  0.8988  0.8405  2.5694  -0.147
N  0.4909  -1.8542  7.3750  -0.375
O  1.4023  -1.7229  8.1850  0.034
O  -0.4956  -2.5501  7.5943  0.034
H  -2.2840  -1.4387  3.5536  0.128
H  -1.2755  -1.9059  5.4232  0.122
H  2.4715  -0.2653  6.6111  0.112
H  2.6555  0.9288  4.4416  0.112
S  0.1926  1.4320  -2.2422  0.504
C  0.4723  3.0095  -1.5267  -0.700
C  1.3804  3.8640  -2.1403  -0.074
C  1.6894  5.1132  -1.6095  -0.198
C  2.6512  5.9238  -2.2809  -0.190
N  3.4357  6.5429  -2.8517  0.152
C  1.0587  5.5293  -0.4280  -0.196
C  0.1348  4.6872  0.1816  -0.062
C  -0.1753  3.4328  -0.3402  -0.682
S  -1.3609  2.4544  0.5095  0.559
C  1.3641  6.7876  0.1711  -0.186
N  1.5987  7.7970  0.6706  0.155
H  1.8667  3.5420  -3.0515  0.111
H  -0.3484  4.9964  1.0984  0.113
C  5.8087  1.9342  -1.6677  -0.020
N  4.6260  1.8262  -0.8432  -0.127
C  4.4224  2.4138  0.3828  -0.062
C  3.1918  1.9990  0.8023  -0.127
N  2.6439  1.1744  -0.1461  -0.019
C  3.5250  1.0905  -1.1125  -0.200
H  6.4118  2.7689  -1.3202  0.089
H  5.5286  2.1124  -2.7048  0.091
H  6.4040  1.0212  -1.6135  0.085
H  5.1533  3.0663  0.8292  0.112
H  2.6500  2.2236  1.7071  0.091
H  3.3885  0.5327  -2.0260  0.129

Summary:
- LUMO level (eV) = 2.08
- relative energy (zero: lowest compared OMol25 entry of this formula, charge and spin) (kJ/mol) = 13.8
- orbital gap (eV) = 7.29
- strongest force on any atom (eV Å⁻¹) = 0.98
- electronic energy (eV) = -90313.23421
- total charge = -1
- E_HOMO (eV) = -5.22

=====

No. 2
DFT (ωB97M-V with the def2-TZVPD basis set) results for a 2-piece molecular cluster, C2F2S3 overall in a non-equilibrium geometry.

Last column: natural (NBO) charge in e.
CARTESIAN COORDINATES (ANGSTROEM)
C  2.2297  0.1609  0.2880  -0.734
C  -1.8259  0.1095  -0.3480  0.601
F  -2.2107  0.7456  -1.4177  -0.286
F  -1.0607  0.9466  0.3436  -0.297
S  3.0468  -0.7892  1.1833  0.372
S  1.6947  1.0473  -0.8539  0.361
S  -2.1426  -1.4317  -0.0046  -0.016

Summary:
- LUMO level (spin up / spin down) (eV) = -0.17 / -3.48
- 2S+1 = 3
- orbital gap (spin up / spin down) (eV) = 6.33 / 6.38
- strongest force on any atom (eV Å⁻¹) = 2.65
- electronic energy (eV) = -40010.39894
- total charge = 0
- E_HOMO (spin up / spin down) (eV) = -6.50 / -9.86

=====

No. 3
DFT (ωB97M-V with the def2-TZVPD basis set) results for C18H35N6O3Pd as an isolated structure.

Last column: natural (NBO) charge in e.
CARTESIAN COORDINATES (ANGSTROEM)
Pd  -0.0393  -0.1667  -0.1451  1.136
C  -1.2682  2.0410  2.3271  -0.428
C  -2.0017  2.0848  0.9917  -0.220
N  -2.0361  0.8019  0.2705  -0.639
C  -2.8564  -0.2465  0.9053  -0.230
C  -2.6390  -1.5626  0.1897  -0.267
N  -1.2368  -1.9975  0.3905  -0.612
C  -0.8067  -3.0645  -0.5373  -0.230
C  0.5841  -3.5897  -0.2010  -0.428
C  1.7677  -2.7006  -0.5765  -0.219
N  1.8173  -1.4109  0.1385  -0.644
C  2.1110  -1.4825  1.5705  -0.234
C  1.8711  -0.1263  2.2010  -0.233
N  0.4619  0.2720  2.0290  -0.634
C  0.2162  1.7074  2.2861  -0.224
H  -1.3651  3.0363  2.7621  0.246
H  -1.7740  1.3693  3.0283  0.204
H  -3.0182  2.4497  1.1658  0.201
H  -1.5072  2.8033  0.3373  0.216
H  -2.3882  0.9490  -0.6714  0.412
H  -2.5458  -0.3397  1.9479  0.185
H  -3.9169  0.0159  0.9082  0.216
H  -3.3507  -2.3124  0.5437  0.206
H  -2.7892  -1.4242  -0.8801  0.267
H  -1.1342  -2.3401  1.3403  0.374
H  -1.5176  -3.8937  -0.5074  0.204
H  -0.8350  -2.6519  -1.5459  0.222
H  0.6265  -3.8637  0.8590  0.202
H  0.7192  -4.5265  -0.7446  0.246
H  2.6911  -3.2646  -0.4106  0.200
H  1.7173  -2.4660  -1.6412  0.218
H  2.4893  -0.8061  -0.3232  0.414
H  1.4496  -2.2192  2.0298  0.194
H  3.1365  -1.8080  1.7591  0.214
H  2.1625  -0.1442  3.2536  0.210
H  2.4884  0.6252  1.7047  0.214
H  -0.1139  -0.2687  2.6653  0.377
H  0.6722  2.0033  3.2348  0.202
H  0.7134  2.2753  1.4986  0.211
C  -2.1806  2.2508  -4.7285  -0.615
C  -2.2241  0.8386  -5.3036  -0.377
C  -1.1738  -0.1079  -4.6931  -0.271
C  -1.2926  -1.5118  -5.3189  -0.363
C  -0.1815  -2.4733  -4.8975  -0.620
C  0.2046  0.4320  -5.0351  0.723
O  0.5596  0.6317  -6.1688  -0.558
N  1.0638  0.6993  -3.9766  -0.658
C  0.7466  0.5120  -2.6588  0.794
O  1.5725  0.7836  -1.7675  -0.706
N  -0.4619  0.0228  -2.2950  -0.778
C  -1.4520  -0.2352  -3.1976  0.718
O  -2.5539  -0.6109  -2.8237  -0.651
H  -2.9405  2.8777  -5.1942  0.232
H  -1.2130  2.7290  -4.9056  0.208
H  -2.3726  2.2496  -3.6510  0.194
H  -2.0524  0.8616  -6.3789  0.231
H  -3.1998  0.3875  -5.1243  0.229
H  -1.2901  -1.3857  -6.4024  0.231
H  -2.2689  -1.9024  -5.0304  0.227
H  0.7749  -2.1992  -5.3478  0.217
H  -0.4127  -3.4923  -5.2077  0.230
H  -0.0506  -2.4841  -3.8084  0.181
H  1.9678  1.0905  -4.1991  0.435

Summary:
- LUMO level (spin up / spin down) (eV) = -2.44 / -3.41
- 2S+1 = 3
- relative energy (zero: lowest compared OMol25 entry of this formula, charge and spin) (kJ/mol) = 13.2
- orbital gap (spin up / spin down) (eV) = 8.58 / 8.65
- strongest force on any atom (eV Å⁻¹) = 0.74
- electronic energy (eV) = -37794.09307
- total charge = +1
- E_HOMO (spin up / spin down) (eV) = -11.03 / -12.05

=====

No. 4
DFT (ωB97M-V with the def2-TZVPD basis set) results for the molecule C2H6N2 in a non-equilibrium geometry.

Last column: natural (NBO) charge in e.
CARTESIAN COORDINATES (ANGSTROEM)
C  1.7665  -0.1596  -0.1493  -0.477
N  0.4636  0.2762  0.1725  -0.181
N  -0.6287  -0.2418  -0.5245  -0.165
C  -1.8473  0.1656  0.0640  -0.474
H  2.5297  0.5494  -0.4234  0.234
H  1.7784  -1.0553  -0.7215  0.202
H  2.3312  -0.3437  0.8841  0.215
H  -1.9921  1.2722  0.1524  0.213
H  -1.8167  -0.2633  1.1474  0.223
H  -2.5846  -0.1996  -0.6018  0.208

Summary:
- LUMO level (eV) = 0.13
- relative energy (zero: lowest compared OMol25 entry of this formula, charge and spin) (kJ/mol) = 337.9
- structure (SMILES) = C/N=N/C
- orbital gap (eV) = 9.41
- strongest force on any atom (eV Å⁻¹) = 8.63
- electronic energy (eV) = -5148.41735
- total charge = 0
- E_HOMO (eV) = -9.28

=====

No. 5
DFT (ωB97M-V with the def2-TZVPD basis set) results for the molecule C4H8O2.

Last column: natural (NBO) charge in e.
CARTESIAN COORDINATES (ANGSTROEM)
C  1.4175  0.1610  -0.8277  -0.617
C  0.8552  -0.3051  0.5197  -0.414
C  -0.6642  -0.1696  0.7206  -0.011
O  -0.9740  1.0130  1.4067  -0.708
C  -1.4430  -0.2194  -0.5783  0.424
O  -2.3967  0.4985  -0.7742  -0.533
H  2.4780  -0.0982  -0.8959  0.218
H  1.3252  1.2428  -0.9550  0.216
H  0.9294  -0.3171  -1.6838  0.198
H  1.3177  0.2766  1.3236  0.232
H  1.1418  -1.3492  0.6839  0.205
H  -1.0159  -1.0494  1.2953  0.182
H  -1.8569  1.2748  1.0974  0.487
H  -1.1143  -0.9589  -1.3322  0.121

Summary:
- LUMO level (eV) = 0.87
- relative energy (zero: lowest compared OMol25 entry of this formula, charge and spin) (kJ/mol) = 113.4
- structure (SMILES) = CC[C@@H](O)C=O
- orbital gap (eV) = 11.02
- strongest force on any atom (eV Å⁻¹) = 0.49
- electronic energy (eV) = -8372.10679
- total charge = 0
- E_HOMO (eV) = -10.15

=====

No. 6
DFT (ωB97M-V with the def2-TZVPD basis set) results for C19H19FMoN5O4 as an isolated structure in a non-equilibrium geometry.

Last column: natural (NBO) charge in e.
CARTESIAN COORDINATES (ANGSTROEM)
Mo  -0.2252  0.7320  0.6461  1.638
F  5.9220  0.3533  -2.0829  -0.301
C  5.6462  0.3314  -0.7729  0.358
C  4.3552  0.4630  -0.3865  -0.211
C  4.0040  0.3275  0.9734  -0.083
C  2.6605  0.4079  1.4132  0.471
O  1.7111  0.7701  0.5554  -0.684
C  2.3844  0.1425  2.7553  -0.317
C  3.4385  -0.0612  3.6328  0.209
N  4.7038  -0.0856  3.2481  -0.268
C  5.7649  -0.1743  4.2546  -0.101
C  6.5201  -1.4597  4.4354  -0.416
C  5.5678  -0.9882  5.4911  -0.402
C  5.0327  0.0579  1.9034  0.217
C  6.3619  -0.0276  1.4840  -0.318
C  6.7161  0.1078  0.1456  0.275
N  8.0183  0.0042  -0.2777  -0.433
C  9.0458  -0.6888  0.4825  -0.241
C  9.8008  -1.6609  -0.4206  -0.233
N  10.3703  -0.9358  -1.6090  -0.493
C  9.3008  -0.1873  -2.3596  -0.234
C  8.5997  0.7494  -1.3916  -0.242
C  1.0167  0.0887  3.3278  0.784
O  0.7289  -0.0522  4.4617  -0.418
O  0.0500  0.1772  2.3289  -0.612
H  3.5953  0.6275  -1.1371  0.261
H  3.2363  -0.1964  4.6869  0.275
H  6.3032  0.7614  4.3343  0.248
H  7.5823  -1.3956  4.6262  0.246
H  6.2085  -2.3127  3.8464  0.237
H  5.9656  -0.5746  6.4065  0.265
H  4.6559  -1.5538  5.6261  0.239
H  7.1286  -0.1581  2.2305  0.251
H  8.6131  -1.2739  1.2895  0.250
H  9.7434  0.0316  0.9267  0.217
H  9.1342  -2.4283  -0.8107  0.238
H  10.6188  -2.1361  0.1179  0.258
H  10.8425  -1.5981  -2.2298  0.458
H  11.0892  -0.2759  -1.2970  0.439
H  8.6120  -0.9272  -2.7643  0.240
H  9.7672  0.3567  -3.1788  0.259
H  7.8627  1.3337  -1.9262  0.270
H  9.3295  1.4605  -0.9824  0.213
N  -0.2717  3.3512  -1.3526  -0.470
C  -0.2060  2.3866  -0.7388  0.283
H  -0.3504  4.1737  -1.9333  0.502
O  -4.0533  -0.4296  -0.7072  -0.286
C  -3.0237  -0.1034  -0.3585  0.972
N  -1.9004  0.2639  0.0210  -0.810

Summary:
- LUMO level (spin up / spin down) (eV) = -10.29 / -10.28
- relative energy (zero: lowest compared OMol25 entry of this formula, charge and spin) (kJ/mol) = 58.9
- orbital gap (spin up / spin down) (eV) = 6.51 / 6.52
- strongest force on any atom (eV Å⁻¹) = 1.16
- electronic energy (eV) = -40197.97464
- total charge = +3
- E_HOMO (spin up / spin down) (eV) = -16.80 / -16.80

=====

No. 7
DFT (ωB97M-V with the def2-TZVPD basis set) results for a 2-piece molecular cluster, CH2N2O2S overall in a non-equilibrium geometry.

Last column: natural (NBO) charge in e.
CARTESIAN COORDINATES (ANGSTROEM)
C  -0.0572  -0.4731  0.2612  0.060
N  0.9250  0.7973  -1.1749  -0.772
N  -0.9226  0.1576  1.1567  0.406
O  -2.0391  -0.3514  1.0624  -0.329
O  -0.5617  1.0278  1.8943  -0.288
S  0.3024  -2.0167  -0.0267  0.232
H  0.4535  0.3839  -2.0017  0.344
H  1.8997  0.4747  -1.1713  0.348

Summary:
- LUMO level (spin up / spin down) (eV) = -2.10 / -2.10
- relative energy (zero: lowest compared OMol25 entry of this formula, charge and spin) (kJ/mol) = 835.4
- orbital gap (spin up / spin down) (eV) = 7.37 / 7.37
- strongest force on any atom (eV Å⁻¹) = 6.82
- electronic energy (eV) = -18972.67013
- total charge = 0
- E_HOMO (spin up / spin down) (eV) = -9.47 / -9.47

=====

No. 8
DFT (ωB97M-V with the def2-TZVPD basis set) results for C28H24BrN4O3PV as an isolated structure.

Last column: natural (NBO) charge in e.
CARTESIAN COORDINATES (ANGSTROEM)
V  -0.2409  -0.3845  0.4715  1.159
C  -2.6020  4.3728  -2.1033  -0.103
C  -1.3569  4.1017  -2.6602  -0.184
C  -0.7904  2.8486  -2.5242  -0.161
C  -1.5113  1.8570  -1.8368  -0.492
C  -2.7607  2.1325  -1.2550  -0.097
C  -3.2984  3.3974  -1.3957  -0.206
P  -0.8288  0.2443  -1.7075  1.380
C  -0.0822  -0.4485  -3.1342  -0.501
C  -0.3515  0.1247  -4.3859  -0.138
C  0.2116  -0.4464  -5.5144  -0.187
C  1.0229  -1.5675  -5.3930  -0.098
C  1.2799  -2.1386  -4.1474  -0.205
C  0.7312  -1.5861  -3.0095  -0.099
C  -1.9980  -0.8737  -0.8282  -0.478
C  -2.9892  -1.5528  -1.5525  -0.129
C  -3.9136  -2.3271  -0.8719  -0.130
C  -3.8833  -2.4537  0.5182  -0.120
C  -2.9003  -1.8189  1.2637  -0.189
C  -1.9896  -1.0348  0.5811  -0.023
H  -3.0344  5.3578  -2.2207  0.258
H  -0.8250  4.8723  -3.2004  0.258
H  0.1866  2.6367  -2.9403  0.243
H  -3.3103  1.3671  -0.7239  0.217
H  -4.2646  3.6245  -0.9666  0.257
H  -1.0003  0.9854  -4.4756  0.243
H  0.0127  -0.0220  -6.4888  0.261
H  1.4605  -2.0087  -6.2789  0.258
H  1.9131  -3.0123  -4.0776  0.253
H  0.9350  -2.0245  -2.0392  0.207
H  -3.0463  -1.4439  -2.6286  0.258
H  -4.6741  -2.8481  -1.4395  0.271
H  -4.6139  -3.0724  1.0228  0.268
H  -2.8268  -1.9399  2.3354  0.265
C  2.9641  -4.2465  4.4590  -0.437
N  2.0712  -3.4569  3.6148  -0.330
C  2.3275  -3.1180  2.2302  -0.302
C  1.0790  -2.3421  1.9370  0.631
O  0.8692  -1.7591  0.7619  -0.589
N  0.2643  -2.2729  2.9258  -0.496
C  0.8935  -2.9570  3.9575  0.653
N  0.3404  -3.0734  5.1429  -0.712
H  3.8936  -4.4172  3.9238  0.255
H  2.5205  -5.2133  4.6985  0.241
H  3.1965  -3.7071  5.3774  0.240
H  2.4133  -3.9995  1.5879  0.273
H  3.2247  -2.5058  2.1050  0.273
H  -0.5458  -2.6295  5.3252  0.446
H  0.7908  -3.5678  5.8980  0.443
Br  1.1149  6.0202  -0.6120  0.140
C  1.7983  4.7663  0.6069  -0.146
C  2.9919  5.0541  1.2779  0.099
N  3.5342  4.2269  2.1622  -0.359
C  2.9209  3.0850  2.4246  0.122
C  1.7277  2.7165  1.7933  -0.273
C  1.1494  3.5829  0.8626  -0.143
C  1.1680  1.4348  2.1757  0.804
O  1.5148  0.6541  2.9917  -0.489
O  0.0051  1.0331  1.3514  -0.561
H  3.5149  5.9849  1.0923  0.240
H  3.3879  2.4366  3.1558  0.228
H  0.2084  3.3525  0.3800  0.233

Summary:
- LUMO level (spin up / spin down) (eV) = -10.87 / -10.87
- relative energy (zero: lowest compared OMol25 entry of this formula, charge and spin) (kJ/mol) = 0.0
- orbital gap (spin up / spin down) (eV) = 5.42 / 5.42
- strongest force on any atom (eV Å⁻¹) = 0.76
- electronic energy (eV) = -146520.67081
- total charge = +3
- E_HOMO (spin up / spin down) (eV) = -16.29 / -16.29

=====

What is the formula in the sixth record? C19H19FMoN5O4